{
  "formula": "C5H11NO",
  "method": "the ωB97M-V functional and the def2-TZVPD basis",
  "elements": ["C", "C", "C", "C", "N", "C", "O", "H", "H", "H", "H", "H", "H", "H", "H", "H", "H", "H"],
  "positions_angstrom": [[0.620002, 0.299386, 1.834205], [0.086951, 0.651054, 0.671777], [0.009900, 2.075087, 0.212190], [-0.494716, -0.357147, -0.299959], [-1.173625, -1.517204, 0.266160], [0.664183, -0.829518, -1.186012], [0.229071, -1.249869, -2.510138], [1.061350, 1.024513, 2.494905], [0.682671, -0.728412, 2.153894], [0.342175, 2.160249, -0.825212], [-1.022119, 2.423829, 0.262440], [0.624701, 2.727310, 0.845492], [-1.229476, 0.155034, -0.936879], [-0.512173, -2.104569, 0.763175], [-1.872856, -1.217463, 0.937269], [1.227233, -1.622503, -0.671615], [1.217168, 0.019582, -1.645672], [-0.460440, -1.909359, -2.366018]],
  "forces_ev_per_a": [[0.10, -0.05, -0.20], [-0.25, 0.01, 0.23], [0.31, 0.12, 0.25], [0.25, 0.03, -0.09], [0.14, -0.09, -0.07], [-0.60, 0.96, -2.44], [-0.62, -1.02, 0.90], [0.08, 0.22, 0.13], [-0.12, -0.20, 0.05], [-0.01, 0.08, 0.02], [-0.07, 0.04, -0.09], [-0.15, -0.11, -0.22], [0.25, -0.01, 0.03], [-0.06, 0.03, 0.05], [0.03, -0.08, -0.05], [0.24, 0.44, -0.17], [0.54, -0.26, 1.86], [-0.06, -0.11, -0.22]],
  "nbo_charge": [-0.42, 0.03, -0.65, -0.13, -0.83, -0.07, -0.73, 0.20, 0.19, 0.22, 0.22, 0.22, 0.20, 0.35, 0.37, 0.17, 0.20, 0.46],
  "orbital_gap_ev": 10.33,
  "de_lowest_ev": 1.744,
  "multiplicity": 1
}